# 1
DFT (the ωB97M-V functional and the def2-TZVPD basis) results for C6H8N2O2 in the gas phase at a distorted geometry.

The value obtained for the HOMO-LUMO gap (alpha / beta) is 7.762 / 7.751 eV. The calculation puts the lowest unoccupied orbital energy (alpha / beta) at -0.18 / -0.18 eV. For the electronic energy, the calculation gives -493.1608 hartree. The SMILES is [O-][N+]#C/C=C\CC/C=[NH+]/[O-]. Its HOMO energy (alpha / beta) is -0.29177 / -0.29139 Eh.

```
18
Properties=species:S:1:pos:R:3:forces:R:3
O -1.642477 2.737112 0.716317 -0.3 2.0 0.7
N -1.782918 1.571467 0.580108 1.6 -3.4 -1.7
C -1.422270 0.498555 0.169146 -1.6 1.8 1.3
C -1.642561 -0.904445 0.139618 1.5 0.9 0.5
C -0.722177 -1.838040 0.264627 -1.3 -2.1 -1.1
C 0.720761 -1.671114 0.379937 1.6 0.8 1.1
C 1.216735 -0.169206 0.308215 -1.8 0.8 1.8
C 0.607563 0.592275 -0.801863 2.1 4.2 1.5
N 0.884823 1.911813 -0.881597 -0.6 0.1 -0.9
O 0.618074 2.667548 -1.946137 0.6 -1.5 2.5
H -2.605335 -1.195473 -0.005453 -2.8 -0.7 -0.4
H -1.145620 -2.887154 0.092188 1.0 1.4 0.6
H 0.993526 -1.955348 1.405465 0.1 -0.4 -0.2
H 1.218278 -2.415386 -0.292431 0.0 1.0 0.3
H 0.942933 0.506087 1.262220 0.5 -2.1 -1.5
H 2.263763 -0.029840 0.227626 1.3 -0.6 0.0
H 0.190748 0.148570 -1.621522 -0.9 -0.8 -2.2
H 1.306152 2.432581 0.003536 -1.0 -1.4 -2.2
```
Positions in Å, forces in eV/Å.

Atomic partial charges in e from the Löwdin method, atoms 1 to 8: atom 1 (O): 0.03, atom 2 (N): -0.09, atom 3 (C): -0.04, atom 4 (C): -0.09, atom 5 (C): -0.12, atom 6 (C): -0.17, atom 7 (C): -0.16, atom 8 (C): -0.15


# 2
DFT (the ωB97M-V functional and the def2-TZVPD basis) results for C6H11N in the gas phase at a distorted geometry.

The value obtained for the HOMO-LUMO gap is 9.601 eV. The calculation puts the lowest unoccupied orbital energy at 1.10 eV. For the electronic energy, the calculation gives -289.9499 hartree. The SMILES is C1C[C@@H]2C[C@H]1CN2. Its HOMO energy is -0.31230 Eh.

```
18
Properties=species:S:1:pos:R:3:forces:R:3
C 0.526336 -0.442916 -1.374772 0.6 -0.2 -0.6
C 0.932874 0.937804 -0.783200 0.0 0.8 -0.6
C 0.443275 0.817150 0.665955 0.1 1.1 0.5
C 0.706407 -0.635802 1.045005 1.7 0.6 -0.9
C -0.147750 -1.107046 -0.169886 1.8 -2.3 0.0
C -1.429406 -0.451386 0.066435 -2.4 0.8 0.5
N -1.045209 0.812548 0.735360 1.1 0.2 0.3
H 1.401285 -1.008971 -1.738620 -0.2 0.1 0.4
H -0.141993 -0.428957 -2.271152 0.3 0.3 0.8
H 2.033103 1.186065 -0.798540 -1.0 -0.5 -0.2
H 0.389581 1.759473 -1.310143 0.5 -0.4 0.4
H 0.912584 1.599145 1.302193 -0.6 -0.5 -0.1
H 0.373805 -0.767131 2.077709 -0.2 -0.6 -0.4
H 1.816577 -0.889509 0.934425 -1.5 0.1 0.2
H -0.193304 -2.199649 -0.287177 -0.2 0.3 0.1
H -1.990438 -0.269565 -0.883591 0.2 -0.3 0.7
H -2.050123 -1.030657 0.782110 0.0 0.2 -0.6
H -1.425023 1.655094 0.348025 -0.3 0.1 -0.4
```
Positions in Å, forces in eV/Å.

Atomic partial charges in e from the Löwdin method, atoms 1 to 8: atom 1 (C): -0.16, atom 2 (C): -0.15, atom 3 (C): -0.36, atom 4 (C): -0.09, atom 5 (C): -0.34, atom 6 (C): -0.21, atom 7 (N): -0.01, atom 8 (H): 0.11


# 3
DFT (the ωB97M-V functional and the def2-TZVPD basis) results for a molecular structure, C7H14I2O2PZr at a distorted geometry.

The value obtained for the HOMO-LUMO gap is 5.886 eV. The calculation puts the lowest unoccupied orbital energy at -12.57 eV. For the electronic energy, the calculation gives -1407.8991 hartree. As for the charge: +3. Its HOMO energy is -0.67831 Eh.

```
27
Properties=species:S:1:pos:R:3:forces:R:3
C -0.949074 0.487887 3.258764 0.0 0.0 0.0
C -1.115186 -0.070635 1.877925 0.1 0.3 0.4
I -0.927670 -2.306093 1.856225 0.0 -0.2 -0.2
C -1.349196 0.458457 0.708152 0.2 -0.4 -0.1
I -1.655807 2.454881 0.522905 -0.2 0.9 0.2
P -1.741595 -0.312775 -1.105730 -1.9 -1.5 0.9
C 0.032122 0.305407 -2.364607 1.6 0.3 -2.1
C 0.994637 1.176459 -1.733695 -0.7 0.5 0.7
C 1.848638 0.793602 -0.543996 0.4 -0.3 0.1
C 2.125625 -0.700903 -0.458157 0.5 0.5 -0.3
O 1.254764 -1.498296 -0.187839 0.2 -0.2 0.1
O 3.385778 -0.979631 -0.747166 -0.2 -0.1 0.3
H -0.895396 -0.277367 4.034234 -0.1 0.0 -0.1
H -0.035519 1.086751 3.328446 -0.1 0.0 -0.1
H -1.805935 1.131827 3.486928 0.1 -0.1 0.0
H -0.978143 -1.465025 -0.744498 0.1 0.1 -0.2
H -3.020085 -0.750268 -0.629039 0.1 0.2 -0.1
H -2.251072 1.057930 -1.393101 0.7 0.1 -0.1
H -2.081497 -0.861625 -2.388097 0.2 0.1 -0.2
H -0.517198 0.727412 -3.208574 -0.3 0.1 0.4
H 0.312632 -0.731336 -2.574706 -0.3 -0.1 0.6
H 1.614428 1.168560 -2.686383 -0.1 -0.1 -0.1
H 0.661804 2.215394 -1.650130 0.0 -0.1 -0.2
H 1.349113 1.084188 0.386296 -0.1 0.0 -0.2
H 2.777707 1.364520 -0.603125 0.0 -0.1 0.1
H 3.613863 -1.917722 -0.613229 -0.2 0.0 -0.1
Zr -0.647736 -3.641599 4.172198 0.0 -0.1 0.3
```
Positions in Å, forces in eV/Å.

Atomic partial charges in e from the Löwdin method, atoms 1 to 8: atom 1 (C): -0.15, atom 2 (C): -0.68, atom 3 (I): 1.03, atom 4 (C): -0.97, atom 5 (I): 1.23, atom 6 (P): 0.62, atom 7 (C): 0.00, atom 8 (C): -0.20


- Which value of electronic energy does entry 1 give?
  -493.1608 hartree